# 1
Computed, not measured: the molecule F2HN in a non-equilibrium geometry, with the ωB97M-V functional and the def2-TZVPD basis.

ORCA input file:
```
! wB97M-V def2-TZVPD RIJCOSX def2/J DEFGRID3
* xyz 0 1
N 0.90767 0.07184 -0.46000
H -0.27840 0.10088 -0.26110
F 1.69992 -0.92168 0.17136
F 1.33384 1.21519 0.05614
*
```

The value obtained for the LUMO energy is 0.753 eV. The HOMO-LUMO gap is 11.33 eV. As for the energy above the lowest of the compared OMol25 structures with the same formula, charge and spin: 17.3 kcal per mole.

The computed Mulliken charges, all in e, follow:
1. N -0.018
2. H 0.292
3. F -0.157
4. F -0.118

---

# 2
Computed, not measured: a structure of composition C14H14N4O6SV, with the ωB97M-V functional and the def2-TZVPD basis.

ORCA input file:
```
! wB97M-V def2-TZVPD RIJCOSX def2/J DEFGRID3
* xyz 0 4
H 4.76097 2.45643 -1.50120
H -6.49305 -0.88520 -2.60854
C -4.03321 -0.84640 0.56742
C -2.62970 -0.77145 -1.74776
C 1.62588 -1.35827 1.64342
H 2.33389 1.51014 -2.75536
H 2.64725 1.76750 2.41605
O 1.71832 -1.79109 4.01910
N -1.95184 -0.74063 -0.59451
N 2.82997 1.72442 -1.90975
V 0.21889 -0.65199 -0.52662
H 4.55096 0.69814 -1.25952
C 2.07156 1.81090 -0.82085
C 3.88251 -0.83953 1.27551
C -4.73290 -0.87615 -0.62897
H 1.69586 3.13934 1.81525
H -4.57955 -0.87726 1.49889
C 3.72851 -1.22030 2.74249
H 4.61588 1.39131 -2.89907
C -6.24152 -0.94870 -0.54066
N -6.92784 -0.95009 -1.70898
O 2.25097 -0.92734 -0.57985
C 2.58746 -1.09056 0.66812
C 4.27534 1.55474 -1.88097
H -2.03542 -0.73397 -2.65384
O -6.79091 -1.00780 0.53796
H -7.93108 -0.99272 -1.65906
O 0.36101 -1.37448 1.33490
H -4.47456 -0.86268 -2.78574
C 1.97316 2.10147 1.63107
H 3.66105 1.81454 0.39546
H 1.07495 1.48739 1.64864
C -2.65407 -0.77651 0.54802
S 0.33642 1.75189 -0.99450
O 4.58183 -1.18870 3.58539
H -2.07044 -0.76424 1.46046
C -4.00692 -0.83860 -1.81171
N 2.66092 1.96230 0.35503
O 4.86320 -0.32602 0.75856
C 2.24623 -1.52983 2.96571
*
```

The value obtained for the LUMO energy (alpha / beta) is -0.853 / -0.973 eV. As for the expectation value of S²: 3.76. The HOMO-LUMO gap (alpha / beta) is 6.76 / 6.78 eV.

The computed Mulliken charges, all in e, follow:
1. H 0.317
2. H 0.146
3. C -0.660
4. C -0.546
5. C 0.840
6. H 0.267
7. H 0.353
8. O -0.610
9. N -0.074
10. N -0.079
11. V 0.671
12. H 0.348
13. C 0.423
14. C 0.155
15. C 1.048
16. H 0.324
17. H 0.471
18. C 0.322
19. H 0.364
20. C 0.253
21. N -0.302
22. O -0.956
23. C 0.815
24. C -0.980
25. H 0.394
26. O -0.614
27. H 0.240
28. O -0.779
29. H 0.242
30. C -0.948
31. H 0.284
32. H 0.286
33. C -0.300
34. S -0.523
35. O -0.553
36. H 0.533
37. C -0.619
38. N -0.069
39. O -0.709
40. C 0.225

---

# 3
Computed, not measured: a cluster of 2 separate species, C5H6OS2 in total in a non-equilibrium geometry, with the ωB97M-V functional and the def2-TZVPD basis.

ORCA input file:
```
! wB97M-V def2-TZVPD RIJCOSX def2/J DEFGRID3
* xyz 0 1
H 3.12290 -0.19520 1.26343
C 0.18999 0.09717 -0.26839
O 0.83587 1.06670 -0.86721
S -2.35527 -0.70749 0.66981
H 2.82013 1.78103 -0.87493
H -3.17665 1.02065 -0.90972
H 0.46074 -1.19268 1.36864
C 2.27943 0.09532 0.60432
C 0.99687 -0.53760 0.64023
S -2.00818 1.32549 -1.37230
H -1.39707 -1.58777 1.05224
H -1.01051 -1.39733 -2.01052
C 2.10677 1.10267 -0.35099
C -1.23174 -0.10830 -0.62344
*
```

The value obtained for the LUMO energy (alpha / beta) is -0.362 / -0.361 eV. The HOMO-LUMO gap (alpha / beta) is 7.85 / 7.85 eV. As for the energy above the lowest of the compared OMol25 structures with the same formula, charge and spin: 97.6 kcal per mole.

The computed Mulliken charges, all in e, follow:
1. H 0.360
2. C 0.642
3. O -0.318
4. S -0.137
5. H 0.364
6. H 0.096
7. H 0.170
8. C -0.389
9. C -0.368
10. S -0.159
11. H 0.093
12. H 0.156
13. C -0.455
14. C -0.056

---

# 4
Computed, not measured: a cluster of 5 separate species, C34H76Cl2FO6P2 in total in a non-equilibrium geometry, with the ωB97M-V functional and the def2-TZVPD basis.

ORCA input file:
```
! wB97M-V def2-TZVPD RIJCOSX def2/J DEFGRID3
* xyz -1 1
Cl -1.40925 -3.64139 0.55587
C -6.99538 -3.83373 -4.75036
H -1.39082 -3.57775 -2.27727
H 6.50064 4.74466 0.15907
H -11.75008 3.59627 -1.48430
C -7.11929 -2.27737 -4.25284
H 12.57118 1.38422 3.72487
H -3.75433 -4.77716 -4.33212
H -3.60345 -0.02594 -4.24021
H 11.89190 -1.54539 2.64794
H -9.82991 -1.31498 -0.88578
C -2.00826 -3.54224 -5.18668
H 2.90415 -2.61959 0.81582
H 8.93123 -0.55343 4.89284
H -11.56522 -1.52625 -0.60241
H -2.27370 -1.22830 -0.65755
H 4.16285 5.16688 3.19175
H 10.64777 0.35933 1.56702
C -11.34505 3.98018 -0.54384
O -0.82406 0.17800 -2.33937
C -2.65654 -4.50267 -4.02818
C -5.78477 -1.66754 -3.52361
O -4.23829 -4.98767 0.34710
C 8.45688 1.25724 3.86059
H 4.01905 -1.51234 0.04382
C 4.28534 3.08488 3.72055
H 5.81917 7.09797 0.26682
C 2.61436 -0.54617 1.35007
H -10.18790 2.12141 -2.38907
H 1.38746 -2.80537 2.57588
H 4.11240 -2.35572 2.99188
C -10.74776 -0.79822 -0.58796
C 11.55533 1.19292 3.35524
H -1.10640 -1.68917 -3.31374
H -2.60859 -4.92784 -1.79399
H 4.72458 6.20958 -0.80505
H 2.53450 -0.76635 3.50910
H 1.27579 0.24649 2.82882
H 12.46602 -1.22577 1.00855
C 3.59013 4.24822 3.03069
C 12.39794 -0.80803 2.01817
H 8.43824 1.88941 4.75356
H -2.01363 1.03162 -4.30396
H 3.21232 0.37121 1.38543
C 5.05342 6.31600 0.23319
H -11.21764 -0.06174 -2.53942
Cl -5.17729 -4.48268 -1.89404
C 11.64695 0.51394 1.98606
H 2.73646 3.12008 1.40786
C -9.61909 2.11989 -0.30493
H 6.34326 -1.27853 3.00045
H -3.57704 -0.27511 -1.62717
H -10.63143 -0.45170 0.44296
C 9.34848 0.04404 4.07388
H -2.00475 -0.63072 -5.19415
C -1.78352 -0.82439 -2.91765
H -5.92048 -0.08689 -1.95086
O -4.52050 -2.41844 -3.52496
H -1.95456 -4.19815 -6.18108
H -8.02520 -2.23158 -3.47760
H 5.14242 2.92489 0.99201
H -8.80838 2.83531 -0.49545
C -6.19286 -1.24650 -1.99251
H 7.43081 0.93716 3.65148
H 11.09320 2.17807 3.22751
H -1.13568 -5.62883 -4.75422
C 3.52113 -1.73148 0.99746
C 5.58592 -0.95927 2.27692
H 10.79199 0.99995 5.35350
H 0.14120 -1.75798 1.86664
H 3.70759 2.16207 3.60734
H 4.20472 6.65824 0.83193
H -1.43175 0.90738 -1.96335
H -10.56578 4.71263 -0.77547
P -3.86834 -2.75775 -1.90608
H 5.10452 -0.06218 2.67616
H -5.69506 -0.60346 -4.04839
C 0.86980 -1.84732 2.67864
H 4.32814 3.69356 -0.35375
H 11.33868 -0.51319 4.66319
H -3.54232 -5.68946 0.11040
H 13.41598 -0.66970 2.39584
H -0.91392 -3.17822 -4.98085
H -10.45977 3.29820 1.27832
H 8.79331 1.86286 3.01446
C -2.81661 -1.19109 -1.71952
H -12.15486 4.50145 -0.02281
C 5.62126 5.00695 0.75878
H -11.60105 2.16384 0.58216
C 4.62738 3.84517 0.69164
H -2.76163 -2.66194 -5.44263
O -6.33871 -4.25444 -5.83800
H 5.12861 -2.96605 1.70007
H -11.99734 0.82573 -1.24426
H 12.16684 1.19176 1.29785
H 0.32002 -1.86777 3.62510
P -3.48649 -3.41834 0.18409
C -11.05556 0.35044 -1.53583
H 4.38782 3.29010 4.79099
O -5.18890 -1.86852 -1.11617
C -2.43513 -0.08184 -4.22988
H -7.47217 -1.62246 -5.17482
C 1.84254 -0.67847 2.66569
H 2.61669 4.40521 3.51144
C 4.58372 -2.07865 2.04265
C -2.47291 -3.96589 -2.48901
H 5.28854 2.91720 3.31823
H 1.89725 -0.40495 0.53092
C -9.93296 1.38844 -1.61566
O -1.89374 -5.79406 -4.09918
H 2.76730 4.84885 1.13876
H 9.32122 -0.59415 3.18398
C 10.79194 0.40799 4.42886
H 6.09789 -0.69321 1.34714
H -9.22140 1.40415 0.42442
C 3.35825 4.01580 1.53527
H 5.98004 5.14645 1.78433
H -7.32404 -1.24243 -1.66517
C -10.79650 2.86320 0.33009
F -7.67006 -4.88520 -3.90456
H -9.01642 0.89356 -1.96241
*
```

The value obtained for the LUMO energy is 2.007 eV. The HOMO-LUMO gap is 6.41 eV.

These are the Mulliken partial charges, in e, on atoms 1 to 99:
1. Cl -0.290
2. C 0.460
3. H 0.464
4. H 0.397
5. H 0.282
6. C -0.279
7. H 0.390
8. H -0.177
9. H 0.074
10. H 0.282
11. H 0.128
12. C -1.132
13. H 0.310
14. H 0.404
15. H 0.380
16. H -0.122
17. H 0.286
18. H 0.254
19. C -1.183
20. O -0.594
21. C 0.755
22. C -0.002
23. O -0.428
24. C -0.699
25. H 0.394
26. C -0.626
27. H 0.384
28. C -0.002
29. H 0.339
30. H 0.299
31. H 0.265
32. C -0.992
33. C -0.685
34. H -0.036
35. H 0.115
36. H 0.294
37. H 0.317
38. H 0.355
39. H 0.371
40. C -0.535
41. C -1.181
42. H 0.328
43. H 0.388
44. H -0.271
45. C -1.248
46. H 0.351
47. Cl -0.283
48. C -0.342
49. H 0.277
50. C -0.661
51. H 0.320
52. H 0.312
53. H 0.274
54. C -0.378
55. H 0.126
56. C 0.755
57. H 0.105
58. O -0.004
59. H 0.451
60. H 0.068
61. H 0.130
62. H 0.377
63. C 0.009
64. H -0.001
65. H 0.305
66. H 0.362
67. C -0.911
68. C -0.592
69. H 0.366
70. H -0.002
71. H 0.025
72. H 0.287
73. H 0.354
74. H 0.288
75. P 1.394
76. H -0.058
77. H -0.027
78. C -1.016
79. H 0.431
80. H 0.331
81. H 0.286
82. H 0.290
83. H 0.310
84. H 0.354
85. H 0.284
86. C -0.687
87. H 0.373
88. C -0.526
89. H 0.244
90. C -0.368
91. H 0.054
92. O -0.537
93. H 0.411
94. H 0.270
95. H 0.344
96. H 0.400
97. P -0.118
98. C -0.429
99. H 0.423

---

Number 1: E -6936.5484 eV. Number 2: E -69515.0184 eV. Number 3: E -28995.7219 eV. Number 4: E -95113.5717 eV.